[1]
C33H29F6N3O2 | ωB97M-V/def2-TZVPD

Values from the calculation:
HOMO: -7.526 eV
relative energy (zero: lowest compared OMol25 entry of this formula, charge and spin): 0.0 kJ/mol
E_tot: -59562.90002 eV
SMILES: CC(=O)N(C(C)=O)C(c1ccc(N(CC(F)(F)F)c2ccccc2)cc1)c1ccc(N(CC(F)(F)F)c2ccccc2)cc1
lowest unoccupied orbital energy: 0.58 eV

Each line ends with the Mulliken charge.
CARTESIAN COORDINATES (ANGSTROEM)
1 C 1.73065 -0.54964 3.22422  -1.2116
2 C 1.15614 0.75972 2.75998  0.6548
3 O 1.71477 1.44451 1.91955  -0.5148
4 N 0.02194 1.23834 3.46944  0.2813
5 C -1.23255 0.60743 3.57988  0.9701
6 C -1.39637 -0.86480 3.35332  -1.4054
7 O -2.21087 1.30753 3.83421  -0.5908
8 C -0.04058 2.71290 3.61568  0.3044
9 C -0.10721 3.43126 2.28635  0.0167
10 C -0.89210 2.93066 1.24990  -0.8567
11 C -0.95723 3.60133 0.04035  -0.6055
12 C -0.29982 4.83721 -0.14742  1.4421
13 N -0.31259 5.38435 -1.41309  0.6605
14 C 0.07604 6.77631 -1.68269  -1.0264
15 C -1.14094 7.65213 -1.57621  0.9921
16 F -0.91692 8.97962 -1.76778  -0.2926
17 F -1.71294 7.49432 -0.33732  -0.2689
18 F -2.09220 7.26011 -2.49221  -0.2543
19 C -0.34881 4.53180 -2.55499  -0.8690
20 C 0.85229 4.06017 -3.11650  0.0071
21 C 0.81718 3.22948 -4.23014  -0.6951
22 C -0.40218 2.88161 -4.81546  -0.3683
23 C -1.59590 3.39412 -4.29319  -0.7652
24 C -1.56881 4.22718 -3.17920  0.0022
25 C 0.35769 5.42342 0.95558  -1.1557
26 C 0.44488 4.71279 2.15227  -1.1104
27 C 1.04625 3.18295 4.58631  -0.5285
28 C 0.71687 3.28575 5.94695  -1.0317
29 C 1.65392 3.69625 6.88170  -1.2090
30 C 2.98057 3.94974 6.46982  1.9107
31 N 3.97684 4.29290 7.35986  0.5908
32 C 3.67530 4.67695 8.74525  -1.0580
33 C 3.53213 6.17330 8.81232  0.9819
34 F 3.17468 6.65308 10.03592  -0.2867
35 F 4.72073 6.77369 8.45394  -0.2577
36 F 2.59585 6.59466 7.89712  -0.2660
37 C 5.31811 3.89763 7.12663  -0.7741
38 C 6.19388 4.73927 6.42624  0.0247
39 C 7.52536 4.36717 6.27429  -0.8558
40 C 7.97262 3.15056 6.79735  -0.3380
41 C 7.10830 2.32846 7.52303  -0.7729
42 C 5.78438 2.70729 7.71602  0.1022
43 C 3.29648 3.89071 5.09947  -1.1784
44 C 2.35015 3.48271 4.18120  -0.1026
45 H 0.96871 -1.31704 3.34239  0.3055
46 H 2.43615 -0.88988 2.45930  0.3961
47 H 2.26116 -0.42778 4.18598  0.2218
48 H -0.53224 -1.48560 3.57904  0.3717
49 H -2.21625 -1.20202 3.99701  0.3913
50 H -1.69591 -1.01895 2.30796  0.3000
51 H -0.99688 2.90652 4.10692  0.8408
52 H -1.49663 2.04357 1.41187  0.4124
53 H -1.52048 3.16723 -0.77784  0.4422
54 H 0.40915 6.82054 -2.72314  0.3431
55 H 0.83329 7.13737 -0.98033  0.4161
56 H 1.79264 4.34729 -2.64016  0.4098
57 H 1.75338 2.84336 -4.63833  0.3598
58 H -0.42367 2.23633 -5.69712  0.3777
59 H -2.55289 3.13803 -4.74936  0.3663
60 H -2.48543 4.66036 -2.76894  0.4579
61 H 0.80480 6.41234 0.87961  0.2552
62 H 0.92435 5.16832 3.01609  0.6166
63 H -0.30289 3.03785 6.26119  0.4461
64 H 1.36760 3.81515 7.92677  0.2277
65 H 2.75451 4.20907 9.10588  0.3545
66 H 4.54926 4.40641 9.34719  0.4082
67 H 5.81024 5.68794 6.04801  0.4715
68 H 8.20529 5.03264 5.74776  0.3729
69 H 9.01548 2.85238 6.66829  0.3732
70 H 7.45298 1.38563 7.95509  0.3645
71 H 5.08679 2.11556 8.31603  0.4423
72 H 4.28497 4.17986 4.76369  0.3911
73 H 2.62601 3.37587 3.13181  0.5722


[2]
C33H29N3PPmS | ωB97M-V/def2-TZVPD

Values from the calculation:
expectation value of S²: 6.0083
HOMO (spin up / spin down): -13.293 / -13.295 eV
multiplicity: 5
E_tot: -75826.39383 eV
lowest unoccupied orbital energy (spin up / spin down): -6.23 / -6.12 eV
total charge: +2

Each line ends with the Mulliken spin population.
CARTESIAN COORDINATES (ANGSTROEM)
1 Pm -0.76950 -0.80375 1.14125  4.0468
2 C 3.07295 2.84295 -1.04795  -0.0002
3 C 3.85777 1.55765 -1.31757  -0.0007
4 C 4.94749 1.64124 -2.14182  0.0001
5 C 5.74682 0.56885 -2.53541  -0.0002
6 C 5.41047 -0.70740 -2.01448  -0.0002
7 C 4.33823 -0.80655 -1.09585  -0.0005
8 C 3.47836 0.28557 -0.84506  -0.0015
9 P 2.15805 0.07226 0.34858  0.0029
10 C 1.60822 -1.70595 0.12588  -0.0045
11 C 1.55646 -2.53057 1.26705  0.0010
12 C 0.55432 -3.53837 1.33761  -0.0057
13 C -0.22956 -3.75594 0.21024  0.0078
14 C -0.04098 -3.06434 -0.96533  -0.0069
15 C 0.74667 -1.94180 -0.96677  -0.0020
16 C 0.79410 -1.17106 -2.24680  0.0014
17 C 2.88269 0.15448 2.04512  -0.0031
18 C 4.23427 0.34126 2.27287  0.0001
19 C 4.75114 0.56929 3.50604  -0.0004
20 C 3.87713 0.73539 4.55030  -0.0005
21 C 2.51944 0.56557 4.36198  0.0012
22 C 1.97718 0.25149 3.13794  -0.0038
23 C 0.44863 -0.02185 3.00521  -0.0394
24 H 2.87970 3.33370 -1.96909  0.0000
25 H 3.61644 3.54120 -0.37255  0.0000
26 H 2.09571 2.58884 -0.65759  0.0007
27 H 5.10788 2.60907 -2.66267  0.0000
28 H 6.50909 0.60792 -3.31836  0.0000
29 H 5.89545 -1.64935 -2.30797  0.0000
30 H 4.04811 -1.74640 -0.64540  -0.0003
31 H 2.21235 -2.29171 2.11085  0.0019
32 H 0.42098 -4.02162 2.31910  -0.0001
33 H -0.95760 -4.53656 0.30349  0.0018
34 H -0.72854 -3.24713 -1.77830  0.0012
35 H -0.18435 -1.13771 -2.69850  0.0004
36 H 1.44066 -1.57294 -2.98249  0.0003
37 H 1.02231 -0.10071 -2.11322  -0.0008
38 H 4.89715 0.27904 1.41462  -0.0001
39 H 5.83889 0.68352 3.73714  0.0000
40 H 4.29214 0.96695 5.50132  0.0000
41 H 1.92809 0.75253 5.29911  0.0005
42 H -0.02161 0.94286 3.35630  0.0010
43 H 0.24587 -0.60582 3.93041  0.0005
44 N -4.53586 0.54464 -1.20283  -0.0009
45 C -5.47981 -0.49890 -1.55753  0.0005
46 C -6.68155 -0.25582 -2.18440  -0.0001
47 C -7.65984 -1.28269 -2.36532  0.0001
48 C -7.34060 -2.55203 -2.02129  -0.0001
49 C -6.14666 -2.80431 -1.37396  -0.0001
50 C -5.27459 -1.77588 -1.10360  0.0004
51 S -3.92656 -2.18128 0.02347  0.0017
52 N -3.36097 -0.61593 0.50520  0.0018
53 C -3.64977 0.43740 -0.19654  0.0004
54 C -2.87536 1.71723 0.07816  -0.0014
55 C -3.29588 2.95896 -0.21314  -0.0006
56 C -2.55452 4.07664 0.04243  -0.0001
57 C -1.29045 3.86586 0.60097  -0.0004
58 C -0.86281 2.56600 0.75431  -0.0052
59 N -1.64044 1.50973 0.58782  0.0051
60 H -4.83259 1.49604 -1.33234  0.0001
61 H -7.01950 0.80613 -2.43632  0.0000
62 H -8.53895 -1.01336 -2.90692  0.0000
63 H -7.96139 -3.41757 -2.19207  0.0000
64 H -5.95759 -3.79464 -1.00380  0.0000
65 H -4.18108 3.06459 -0.83215  0.0000
66 H -2.95492 5.07860 -0.12223  0.0000
67 H -0.68935 4.71874 0.76542  -0.0001
68 H 0.23201 2.41777 1.08749  -0.0001


[3]
C33H30AuN7P | ωB97M-V/def2-TZVPD

Values from the calculation:
HOMO (spin up / spin down): -15.985 / -15.985 eV
relative energy (zero: lowest compared OMol25 entry of this formula, charge and spin): 297.3 kJ/mol
E_tot: -58095.34975 eV
lowest unoccupied orbital energy (spin up / spin down): -12.12 / -12.12 eV
total charge: +3

Each line ends with the Mulliken charge.
CARTESIAN COORDINATES (ANGSTROEM)
1 Au -0.04063 0.16834 0.11410  1.5962
2 C -2.72638 -0.77227 -1.30078  -1.1226
3 N -1.35006 -1.27558 -1.21720  -0.1256
4 C -0.72483 -1.52973 -2.52293  -0.8699
5 C 0.39938 -0.60602 -2.84667  0.1366
6 N 0.95069 0.25103 -2.01454  0.5964
7 C 1.93048 0.90392 -2.72093  -0.1035
8 C 2.82700 1.91287 -2.35559  -0.2757
9 C 3.71221 2.37250 -3.31141  -0.8250
10 C 3.74071 1.84415 -4.60156  -0.5154
11 C 2.85582 0.84068 -4.98903  -1.1333
12 C 1.95501 0.38823 -4.03688  0.5481
13 N 0.96329 -0.56698 -4.06904  -0.0206
14 C -2.77195 0.71517 -1.20042  0.3785
15 N -1.88048 1.43912 -0.54744  0.0436
16 C -2.30313 2.74034 -0.62604  0.1237
17 C -1.77937 3.92314 -0.08427  -0.4587
18 C -2.45492 5.10244 -0.33140  -0.8161
19 C -3.62721 5.12543 -1.08694  -0.4992
20 C -4.17402 3.96247 -1.63165  -1.0443
21 C -3.50104 2.77821 -1.37955  0.6820
22 N -3.75479 1.46716 -1.72004  -0.1146
23 H -3.31241 -1.18043 -0.46964  0.4846
24 H -3.21461 -1.09501 -2.23151  0.3617
25 H -1.34341 -2.14292 -0.68635  0.2375
26 H -1.46024 -1.43675 -3.33345  0.4510
27 H -0.33905 -2.55660 -2.55834  0.4274
28 H 2.83278 2.31383 -1.35696  0.4040
29 H 4.40625 3.15583 -3.05419  0.4670
30 H 4.46735 2.21467 -5.30866  0.4326
31 H 2.87863 0.42998 -5.98562  0.4430
32 H 0.74139 -1.14785 -4.86531  0.2575
33 H -0.89854 3.90894 0.53381  0.4996
34 H -2.06925 6.02829 0.06522  0.4459
35 H -4.12107 6.06871 -1.25756  0.4230
36 H -5.07453 3.99876 -2.22570  0.4239
37 H -4.55377 1.13662 -2.23962  0.2616
38 N 2.02260 -0.56892 2.37706  -0.0683
39 P 0.69948 -1.50672 1.87581  0.3723
40 C 0.53994 -2.65802 3.30375  0.4010
41 C -0.68698 -2.91116 3.90156  -0.1018
42 C -0.76630 -3.81169 4.95749  -0.7566
43 C 0.37171 -4.47329 5.39892  -0.4785
44 C 1.59717 -4.21880 4.80084  -0.8277
45 C 1.69063 -3.33102 3.74158  -0.4228
46 C 1.32996 -2.63253 0.59093  0.7985
47 C 0.50192 -3.69936 0.23446  -0.7483
48 C 0.89231 -4.55722 -0.77931  -0.8110
49 C 2.11326 -4.36023 -1.41069  -0.5802
50 C 2.92671 -3.29182 -1.06024  -0.6741
51 C 2.52536 -2.40145 -0.07838  -0.3513
52 C 2.26328 0.73523 2.03387  0.7163
53 C 3.33558 1.44309 2.60095  -0.7260
54 C 3.56733 2.74268 2.20704  -0.4928
55 C 2.73007 3.32975 1.26043  -1.0136
56 C 1.68838 2.57987 0.76181  -0.8370
57 N 1.46670 1.31774 1.13542  -0.1564
58 H 2.53306 -0.89718 3.19443  0.3081
59 H -1.57450 -2.39694 3.56563  0.4282
60 H -1.71435 -3.98075 5.44579  0.4406
61 H 0.30069 -5.18842 6.20532  0.4304
62 H 2.48352 -4.72737 5.15179  0.4335
63 H 2.64338 -3.19272 3.24630  0.4099
64 H -0.41729 -3.87952 0.78048  0.6250
65 H 0.26288 -5.38872 -1.06122  0.5048
66 H 2.43828 -5.05009 -2.17378  0.4702
67 H 3.89027 -3.16196 -1.52986  0.5116
68 H 3.13962 -1.55021 0.18132  0.4786
69 H 3.97378 0.96650 3.32762  0.4627
70 H 4.39004 3.30050 2.62419  0.4695
71 H 2.88774 4.34303 0.92574  0.5380
72 H 0.99737 2.97653 0.03507  1.0465